Computed, not measured: a molecular structure, C41H46AsBN4O2STi, with wB97M-V/def2-TZVPD.

Calculated values
HOMO level	-0.492	Ha
frontier orbital gap	0.2340	Eh
charge	+2
relative energy (zero: lowest compared OMol25 entry of this formula, charge and spin)	25.1	kcal/mol
LUMO energy	-0.258	Eh
DFT total energy	-5467.3132	hartree

Element x y z (Å)
Ti -0.39 -0.91 -0.69
C 3.42 -1.09 -0.10
C 2.29 -2.07 -0.26
C 2.00 -3.00 0.74
C 1.07 -4.01 0.55
C 0.84 -5.06 1.59
C 0.39 -4.09 -0.68
C 0.67 -3.21 -1.72
C 0.20 -3.47 -3.12
C 1.56 -2.15 -1.46
H 3.23 -0.39 0.71
H 3.63 -0.55 -1.02
H 4.32 -1.65 0.17
H 2.57 -2.96 1.66
H 1.20 -6.03 1.23
H -0.22 -5.18 1.82
H 1.37 -4.84 2.52
H -0.27 -4.93 -0.86
H 0.96 -4.07 -3.63
H 0.07 -2.55 -3.69
H -0.73 -4.03 -3.15
H 1.85 -1.51 -2.29
N -4.14 3.94 -8.99
C -3.70 3.39 -8.09
C -3.15 2.70 -6.95
C -1.82 2.27 -6.98
C -1.28 1.62 -5.89
C -2.06 1.37 -4.76
C -3.39 1.78 -4.74
C -3.93 2.45 -5.83
C -1.51 0.66 -3.59
C -0.41 1.20 -2.93
C 0.26 2.40 -3.27
C 1.36 2.53 -2.44
C 1.34 1.43 -1.60
N 0.29 0.62 -1.85
C -2.12 -0.55 -3.22
C -3.08 -1.27 -3.93
C -3.35 -2.44 -3.21
C -2.53 -2.39 -2.09
N -1.79 -1.26 -2.08
H -1.22 2.45 -7.86
H -0.25 1.28 -5.91
H -4.00 1.59 -3.87
H -4.96 2.79 -5.81
H -0.06 3.08 -4.04
H 2.09 3.32 -2.44
H 2.05 1.22 -0.81
H -3.51 -0.99 -4.88
H -4.04 -3.23 -3.47
H -2.47 -3.12 -1.29
C -0.33 -2.27 3.27
As -1.43 -1.83 1.74
C -2.54 -3.41 1.48
C -2.71 -0.67 2.62
H -0.89 -2.92 3.93
H -0.10 -1.34 3.79
H 0.60 -2.75 2.98
H -2.76 -3.88 2.44
H -2.05 -4.13 0.83
H -3.47 -3.09 1.03
H -3.07 -1.17 3.52
H -3.55 -0.47 1.96
H -2.24 0.27 2.89
S -4.36 2.31 0.55
C -4.87 0.96 -0.37
C -3.81 0.19 -0.69
N -2.58 0.64 -0.22
C -2.76 1.75 0.45
H -5.91 0.80 -0.62
H -3.90 -0.72 -1.26
H -1.95 2.30 0.90
C 5.29 1.99 4.49
C 3.96 2.47 5.09
C 3.57 1.56 6.26
C 4.17 3.89 5.64
C 2.88 2.42 4.01
C 2.22 3.57 3.56
C 1.24 3.53 2.56
C 0.95 2.30 2.03
O 0.04 1.96 1.04
B 0.15 0.60 0.87
O 1.09 0.08 1.76
C 1.59 1.16 2.47
C 2.55 1.18 3.45
H 6.08 2.02 5.25
H 5.60 2.64 3.66
H 5.22 0.97 4.12
H 4.33 1.60 7.04
H 3.48 0.51 5.95
H 2.61 1.87 6.69
H 4.93 3.86 6.42
H 3.25 4.28 6.09
H 4.51 4.58 4.87
H 2.47 4.53 3.98
H 0.75 4.43 2.22
H 3.04 0.27 3.77